112
Properties=species:S:1:pos:R:3 method="wB97M-V/def2-TZVPD" homo_ha="-0.34380 / -0.34472" multiplicity=5 largest_force_ev_per_a=1.44 s_squared=6.110 homo_lumo_gap_ha="0.247 / 0.222" e_tot_ha=-4248.89825 total_charge=+1 de_lowest_kj_mol=996.61
Mn -0.229 0.180 0.141
F -0.509 6.374 -1.260
C -0.784 5.126 -0.850
C 0.204 4.288 -0.543
C -0.409 3.034 -0.075
C -2.348 2.439 0.115
C -2.919 3.764 -0.442
F -4.249 3.844 -0.584
C -2.238 4.864 -0.808
C -3.138 1.165 0.451
C -4.627 1.231 0.321
C -5.543 0.278 0.143
C -5.347 -1.163 -0.002
C -4.211 -1.805 -0.238
N -2.916 -1.273 -0.452
H 1.257 4.527 -0.624
H -2.850 5.692 -1.142
H -5.034 2.221 0.477
H -6.579 0.602 0.165
H -6.227 -1.787 0.119
H -4.256 -2.885 -0.367
C -0.972 3.837 4.102
C -0.120 2.760 3.401
C 0.407 1.779 4.446
C -0.955 2.111 2.308
C -1.476 0.891 2.419
C -2.634 0.339 1.652
C -3.654 -0.221 2.656
C -3.084 -1.352 3.519
C -4.184 0.902 3.553
C -2.318 -0.109 0.227
C -1.179 2.229 -0.849
C -1.308 2.984 1.158
C -1.281 2.231 -2.361
C -2.692 1.857 -2.822
C -0.260 1.323 -3.047
C -2.416 -1.675 -1.722
C -3.311 -1.651 -2.801
C -2.959 -2.071 -4.068
C -1.676 -2.550 -4.297
C -0.791 -2.601 -3.238
C -1.123 -2.178 -1.945
P 0.054 -2.303 -0.554
C 1.774 -2.540 -1.347
C 2.190 -3.897 -1.957
C 1.870 -1.460 -2.444
C 2.781 -2.294 -0.200
C -0.396 -3.948 0.265
C -0.854 -5.000 -0.746
C 0.736 -4.496 1.146
C -1.557 -3.635 1.215
H -0.467 4.170 5.013
H -1.949 3.435 4.385
H -1.133 4.722 3.481
H 0.727 3.256 2.932
H -0.411 1.365 5.045
H 1.076 2.304 5.132
H 0.955 0.952 3.995
H -1.171 0.280 3.265
H -4.498 -0.613 2.111
H -2.609 -0.969 4.428
H -2.346 -1.936 2.977
H -3.879 -2.031 3.831
H -3.379 1.358 4.136
H -4.919 0.503 4.259
H -4.671 1.686 2.966
H -1.523 3.985 1.526
H -1.071 3.255 -2.680
H -2.997 0.904 -2.389
H -2.717 1.762 -3.913
H -3.438 2.606 -2.544
H -0.533 0.277 -2.867
H 0.752 1.510 -2.683
H -0.273 1.482 -4.128
H -4.308 -1.265 -2.624
H -3.684 -2.019 -4.876
H -1.375 -2.894 -5.278
H 0.184 -3.013 -3.430
H 1.586 -4.237 -2.792
H 2.191 -4.685 -1.208
H 3.222 -3.804 -2.317
H 2.018 -1.874 -3.433
H 3.906 -1.040 -2.289
H 1.053 -0.767 -2.479
H 2.807 -3.171 0.435
H 2.534 -1.447 0.434
H 3.805 -2.177 -0.580
H -0.065 -5.321 -1.426
H -1.702 -4.656 -1.340
H -1.179 -5.881 -0.182
H 1.544 -4.956 0.579
H 0.311 -5.279 1.781
H 1.149 -3.732 1.810
H -2.410 -3.186 0.712
H -1.219 -2.958 1.995
H -1.884 -4.563 1.694
O 3.076 -0.530 -2.297
C 3.096 0.321 -1.114
N 1.907 0.652 -0.597
S 2.219 1.105 0.953
O 1.984 2.498 1.180
O 1.468 0.155 1.771
C 3.942 0.797 0.947
C 4.874 0.924 1.960
C 6.185 0.574 1.676
C 6.536 0.109 0.404
C 5.601 0.001 -0.612
C 4.276 0.355 -0.334
H 4.588 1.284 2.942
H 6.943 0.666 2.443
H 7.567 -0.157 0.206
H 5.916 -0.319 -1.602